(1)
DFT (ωB97M-V/def2-TZVPD) results for a molecular structure, C38H30F12N5O2Pb.

Atoms and positions in Å:
Pb: -1.123 0.888 0.877
C: -0.502 3.391 -1.695
N: -0.933 1.995 -1.839
C: 0.079 1.214 -2.550
C: 0.427 -0.153 -1.996
C: 1.010 -1.114 -2.954
C: 1.750 -2.134 -2.527
C: 1.899 -2.432 -1.083
C: 0.883 -1.622 -0.195
N: 0.410 -0.357 -0.735
C: -2.205 1.968 -2.569
C: -3.367 2.571 -1.810
C: -4.353 3.262 -2.502
C: -5.449 3.745 -1.805
C: -5.518 3.532 -0.439
C: -4.482 2.844 0.169
N: -3.427 2.371 -0.493
C: 0.734 3.552 -0.851
C: 1.709 4.473 -1.203
C: 2.811 4.636 -0.377
C: 2.903 3.863 0.767
C: 1.890 2.958 1.036
N: 0.823 2.803 0.250
H: -0.334 3.852 -2.679
H: -1.321 3.939 -1.222
H: -0.160 1.120 -3.616
H: 1.039 1.742 -2.504
H: 0.905 -0.905 -4.010
H: 2.290 -2.754 -3.234
H: 2.934 -2.479 -0.756
H: 0.414 -1.501 1.759
H: -2.100 2.502 -3.526
H: -2.452 0.938 -2.801
H: -4.262 3.415 -3.569
H: -6.233 4.284 -2.322
H: -6.353 3.888 0.147
H: -4.497 2.659 1.238
H: 1.602 5.053 -2.110
H: 3.583 5.351 -0.628
H: 3.743 3.948 1.442
H: 1.933 2.332 1.916
C: -0.728 -6.541 -2.487
C: -0.376 -5.279 -1.752
C: 0.883 -4.986 -1.338
C: 1.125 -3.762 -0.594
C: 0.009 -2.853 -0.381
N: 1.252 -1.524 1.174
C: 2.174 -0.547 1.619
C: 3.280 -0.182 0.856
C: 4.283 0.616 1.385
C: 4.220 1.061 2.696
C: 5.321 1.883 3.310
C: 3.073 0.761 3.424
C: 2.021 0.018 2.901
C: 0.671 -0.126 3.639
O: -0.385 -0.201 2.778
C: 0.388 1.102 4.559
F: -0.873 1.111 4.979
F: 1.171 1.179 5.648
F: 0.569 2.246 3.854
C: 0.712 -1.399 4.535
F: -0.342 -1.489 5.345
F: 1.819 -1.444 5.293
F: 0.720 -2.502 3.763
C: -1.270 -3.142 -0.770
C: -1.423 -4.365 -1.430
C: -2.434 -2.176 -0.454
O: -2.043 -1.156 0.317
C: -3.501 -2.974 0.357
F: -4.488 -2.184 0.749
F: -4.054 -4.007 -0.319
F: -2.905 -3.496 1.438
C: -2.985 -1.679 -1.814
F: -1.965 -1.124 -2.511
F: -3.465 -2.640 -2.621
F: -3.917 -0.739 -1.707
H: 0.152 -7.156 -2.660
H: -1.181 -6.306 -3.451
H: -1.452 -7.125 -1.918
H: 1.691 -5.697 -1.473
H: 1.641 -3.971 0.351
H: 3.384 -0.524 -0.164
H: 5.136 0.872 0.767
H: 6.215 1.874 2.688
H: 5.589 1.501 4.295
H: 5.014 2.923 3.443
H: 2.997 1.151 4.429
H: -2.421 -4.641 -1.751

Properties
- DFT total energy (Eh) = -3281.3816
- LUMO (eV) = -5.1
- charge = +1
- HOMO (eV) = -10.561

(2)
DFT (ωB97M-V/def2-TZVPD) results for a molecular structure, C24H25N4O2PRuS.

Atoms and positions in Å:
Ru: 0.299 0.336 -0.126
C: -0.870 -3.949 3.581
C: -0.701 -2.520 4.074
N: -1.533 -1.571 3.330
C: -1.193 -0.956 2.198
S: 0.505 -0.982 1.718
N: -2.143 -0.316 1.552
N: -1.672 0.317 0.429
C: -2.418 1.198 -0.131
C: -3.828 1.462 0.283
C: -1.768 2.033 -1.203
C: -2.464 2.904 -1.996
C: -1.775 3.655 -2.953
C: -0.412 3.514 -3.074
C: 0.235 2.616 -2.235
N: -0.440 1.895 -1.340
H: -0.190 -4.614 4.115
H: -0.648 -4.013 2.514
H: -1.889 -4.303 3.744
H: 0.335 -2.206 3.987
H: -0.982 -2.438 5.123
H: -2.525 -1.575 3.517
H: -3.974 1.147 1.310
H: -4.518 0.891 -0.344
H: -4.075 2.519 0.190
H: -3.534 2.999 -1.876
H: -2.310 4.352 -3.584
H: 0.156 4.079 -3.799
H: 1.309 2.472 -2.264
O: 3.566 1.482 -1.982
C: 3.000 0.740 -1.217
O: 2.175 1.091 -0.256
C: 3.134 -0.770 -1.280
P: 1.434 -1.375 -1.399
C: 0.776 -0.634 -2.928
C: -0.609 -0.490 -3.046
C: -1.167 0.019 -4.209
C: -0.343 0.387 -5.265
C: 1.034 0.234 -5.160
C: 1.595 -0.286 -4.001
C: 1.559 -3.113 -1.895
C: 2.476 -3.925 -1.223
C: 2.690 -5.224 -1.650
C: 1.981 -5.722 -2.735
C: 1.049 -4.926 -3.385
C: 0.820 -3.624 -2.959
H: 3.566 -1.107 -0.334
H: 3.748 -1.120 -2.105
H: -1.254 -0.824 -2.242
H: -2.242 0.126 -4.295
H: -0.775 0.781 -6.177
H: 1.677 0.517 -5.985
H: 2.668 -0.407 -3.937
H: 3.036 -3.540 -0.379
H: 3.409 -5.847 -1.134
H: 2.151 -6.738 -3.070
H: 0.496 -5.313 -4.231
H: 0.088 -3.014 -3.471

Properties
- energy above the lowest of the compared OMol25 structures with the same formula, charge and spin (kJ/mol) = 124.5
- DFT total energy (Eh) = -2133.3144
- LUMO (alpha / beta) (eV) = -4.6 / -4.3
- charge = +1
- spin multiplicity = 2
- HOMO (alpha / beta) (eV) = -11.239 / -11.214

(3)
DFT (ωB97M-V/def2-TZVPD) results for a molecular structure, C14H36N3O2PPdS2Se2.

Atoms and positions in Å:
Pd: 0.985 0.037 0.243
C: 4.773 0.824 1.423
Se: 2.887 0.809 1.864
C: 2.847 -2.299 -0.025
C: 3.558 -1.637 -0.937
Se: 2.915 1.461 -2.031
C: 2.910 0.906 -3.876
H: 5.262 1.546 2.074
H: 4.927 1.054 0.375
H: 5.145 -0.175 1.658
H: 2.026 -2.936 -0.333
H: 3.099 -2.284 1.030
H: 3.337 -1.748 -1.992
H: 4.438 -1.064 -0.674
H: 2.415 -0.061 -3.944
H: 3.944 0.867 -4.208
H: 2.338 1.653 -4.425
N: 0.793 0.545 4.784
C: -0.722 0.358 4.701
C: -1.374 1.415 3.817
C: -1.443 1.138 2.310
N: -0.186 1.507 1.569
C: -1.871 -0.299 2.039
C: -1.067 -1.356 2.790
N: 0.312 -1.495 2.233
C: -1.067 -1.068 4.293
H: 1.023 1.482 5.125
H: 1.279 0.413 3.889
H: 1.194 -0.119 5.453
H: -1.030 0.524 5.733
H: -0.979 2.413 4.029
H: -2.411 1.457 4.161
H: -2.223 1.799 1.928
H: 0.368 2.152 2.127
H: -0.467 2.059 0.760
H: -1.851 -0.504 0.968
H: -2.916 -0.397 2.344
H: -1.582 -2.311 2.664
H: 0.281 -2.227 1.527
H: 0.930 -1.891 2.939
H: -0.459 -1.795 4.840
H: -2.086 -1.236 4.651
C: -1.256 0.019 -6.020
C: -0.696 -0.969 -5.041
O: -0.066 -0.242 -3.885
P: -0.770 0.003 -2.527
S: 0.124 1.647 -1.654
S: -0.446 -1.416 -1.140
O: -2.265 0.219 -2.883
C: -3.362 0.397 -1.909
C: -4.632 0.585 -2.690
H: -1.630 -0.529 -6.886
H: -0.485 0.704 -6.372
H: -2.083 0.585 -5.597
H: 0.129 -1.550 -5.444
H: -1.443 -1.646 -4.632
H: -3.111 1.273 -1.307
H: -3.378 -0.498 -1.286
H: -4.578 1.470 -3.322
H: -5.459 0.717 -1.992
H: -4.846 -0.287 -3.305

Properties
- DFT total energy (Eh) = -6937.2732
- LUMO (alpha / beta) (eV) = -7.8 / -11.4
- charge = +3
- spin multiplicity = 6
- HOMO (alpha / beta) (eV) = -16.920 / -17.578